No. 1
{
  "formula": "C48H54As2N2O2PdS2Si",
  "method": "ωB97M-V with the def2-TZVPD basis set",
  "homo_lumo_gap_ev": 7.304,
  "lumo_ha": -0.2262,
  "total_charge": 2,
  "largest_force_ev_per_a": 0.6,
  "homo_energy_ev": -13.459,
  "elements": ["Pd", "S", "C", "N", "C", "C", "N", "C", "C", "C", "C", "C", "C", "C", "C", "S", "C", "C", "C", "C", "C", "C", "C", "H", "H", "H", "H", "H", "H", "H", "H", "H", "H", "H", "H", "H", "H", "H", "H", "H", "H", "C", "C", "As", "C", "C", "C", "C", "C", "C", "C", "C", "C", "C", "C", "C", "As", "C", "C", "C", "C", "C", "C", "C", "C", "C", "C", "C", "C", "H", "H", "H", "H", "H", "H", "H", "H", "H", "H", "H", "H", "H", "H", "H", "H", "H", "H", "H", "H", "H", "H", "H", "H", "C", "O", "H", "H", "H", "C", "Si", "C", "C", "O", "H", "H", "H", "H", "H", "H", "H", "H", "H"],
  "xyz": [[-0.255, -0.192, 0.165], [1.728, -0.219, -0.954], [2.384, 1.303, -0.565], [3.669, 1.505, -0.447], [4.191, 2.862, -0.229], [3.345, 3.843, -0.989], [1.942, 3.672, -0.600], [1.152, 4.913, -0.479], [1.618, 5.720, 0.707], [2.216, 6.959, 0.523], [2.654, 7.693, 1.619], [2.499, 7.184, 2.899], [1.902, 5.943, 3.087], [1.460, 5.213, 1.996], [1.455, 2.474, -0.371], [-0.132, 2.182, 0.095], [4.689, 0.438, -0.536], [5.446, 0.524, -1.837], [4.807, 0.238, -3.042], [5.500, 0.340, -4.237], [6.836, 0.723, -4.237], [7.478, 1.002, -3.040], [6.782, 0.906, -1.842], [5.216, 2.884, -0.594], [4.186, 3.077, 0.843], [3.444, 3.700, -2.068], [3.638, 4.861, -0.738], [0.104, 4.638, -0.396], [1.289, 5.470, -1.407], [2.329, 7.363, -0.476], [3.111, 8.661, 1.471], [2.837, 7.755, 3.752], [1.769, 5.552, 4.087], [0.975, 4.254, 2.145], [4.183, -0.518, -0.417], [5.363, 0.590, 0.308], [3.770, -0.081, -3.046], [5.003, 0.111, -5.170], [7.377, 0.796, -5.170], [8.520, 1.292, -3.036], [7.289, 1.114, -0.907], [-1.697, -3.498, -0.116], [-2.981, -2.801, 0.290], [-3.349, -1.135, -0.708], [-5.221, -0.899, -0.461], [-5.971, -0.392, -1.519], [-7.339, -0.233, -1.367], [-7.948, -0.570, -0.164], [-7.197, -1.071, 0.889], [-5.828, -1.239, 0.743], [-3.042, -1.871, -2.467], [-1.975, -1.432, -3.246], [-1.706, -2.058, -4.456], [-2.502, -3.108, -4.891], [-3.573, -3.538, -4.119], [-3.838, -2.927, -2.902], [-0.104, -2.554, 0.452], [0.146, -2.945, 2.310], [0.925, -2.074, 3.067], [1.141, -2.331, 4.412], [0.582, -3.458, 5.000], [-0.185, -4.332, 4.243], [-0.403, -4.080, 2.896], [1.318, -3.430, -0.491], [2.449, -3.877, 0.180], [3.496, -4.435, -0.542], [3.412, -4.541, -1.923], [2.281, -4.090, -2.592], [1.233, -3.528, -1.878], [-1.632, -3.602, -1.201], [-1.650, -4.505, 0.300], [-3.038, -2.610, 1.356], [-3.841, -3.402, -0.023], [-5.493, -0.133, -2.457], [-7.931, 0.152, -2.186], [-9.016, -0.442, -0.049], [-7.676, -1.332, 1.823], [-5.245, -1.631, 1.568], [-1.371, -0.596, -2.918], [-0.881, -1.714, -5.067], [-2.296, -3.586, -5.840], [-4.204, -4.345, -4.466], [-4.682, -3.265, -2.309], [1.350, -1.188, 2.608], [1.742, -1.652, 5.003], [0.746, -3.657, 6.051], [-0.617, -5.212, 4.702], [-1.001, -4.775, 2.320], [2.512, -3.808, 1.259], [4.374, -4.798, -0.023], [4.227, -4.982, -2.481], [2.213, -4.180, -3.668], [0.357, -3.165, -2.409], [-3.508, 1.618, -0.765], [-2.786, 0.463, -1.207], [-4.233, 1.385, 0.016], [-4.032, 2.042, -1.620], [-2.805, 2.350, -0.376], [-2.961, -1.153, 3.781], [-2.423, 0.262, 2.679], [-0.926, 1.088, 3.436], [-3.791, 1.530, 2.625], [-2.053, -0.329, 1.166], [-3.143, -0.794, 4.797], [-2.188, -1.918, 3.838], [-3.888, -1.630, 3.449], [-1.178, 1.417, 4.447], [-0.629, 1.973, 2.868], [-0.067, 0.420, 3.507], [-4.000, 1.804, 3.663], [-4.725, 1.163, 2.195], [-3.503, 2.445, 2.103]]
}

---

No. 2
{
  "formula": "C48H56Cl8N8",
  "method": "ωB97M-V with the def2-TZVPD basis set",
  "homo_lumo_gap_ev": 9.483,
  "lumo_ha": 0.0100,
  "largest_force_ev_per_a": 3.7,
  "homo_energy_ev": -9.212,
  "elements": ["Cl", "C", "C", "Cl", "H", "H", "H", "H", "Cl", "C", "C", "Cl", "H", "H", "H", "H", "Cl", "C", "C", "Cl", "H", "H", "H", "H", "Cl", "C", "C", "Cl", "H", "H", "H", "H", "N", "C", "C", "C", "C", "C", "H", "H", "H", "H", "H", "N", "C", "C", "C", "C", "C", "H", "H", "H", "H", "H", "N", "C", "C", "C", "C", "C", "H", "H", "H", "H", "H", "N", "C", "C", "C", "C", "C", "H", "H", "H", "H", "H", "N", "C", "C", "C", "C", "C", "H", "H", "H", "H", "H", "N", "C", "C", "C", "C", "C", "H", "H", "H", "H", "H", "N", "C", "C", "C", "C", "C", "H", "H", "H", "H", "H", "N", "C", "C", "C", "C", "C", "H", "H", "H", "H", "H"],
  "xyz": [[-4.823, 3.838, 1.020], [-3.896, 5.189, 1.863], [-3.007, 4.657, 2.975], [-1.885, 3.428, 2.399], [-4.637, 5.876, 2.298], [-3.281, 5.586, 1.097], [-3.650, 4.330, 3.767], [-2.374, 5.501, 3.333], [3.722, -3.204, -1.897], [2.950, -2.185, -3.123], [2.004, -2.804, -4.150], [2.869, -3.233, -5.634], [3.737, -1.632, -3.565], [2.347, -1.439, -2.546], [1.336, -2.012, -4.507], [1.432, -3.559, -3.689], [2.761, 7.702, 0.978], [3.465, 6.166, 0.364], [2.450, 5.048, 0.013], [3.599, 3.678, -0.259], [4.168, 5.896, 1.139], [4.011, 6.413, -0.519], [1.788, 5.255, -0.807], [1.931, 4.778, 0.921], [5.279, 0.759, -1.121], [6.079, 0.453, 0.561], [5.085, 0.714, 1.676], [5.899, 0.398, 3.325], [6.850, 1.220, 0.609], [6.481, -0.532, 0.587], [4.203, 0.025, 1.583], [4.672, 1.753, 1.773], [-5.874, -1.453, 0.042], [-4.795, -1.953, -0.525], [-4.375, -1.731, -1.826], [-5.186, -0.911, -2.630], [-6.321, -0.287, -1.997], [-6.574, -0.600, -0.653], [-4.272, -2.576, 0.116], [-3.513, -2.318, -2.178], [-4.931, -0.760, -3.635], [-7.062, 0.297, -2.532], [-7.413, -0.225, -0.171], [-0.082, -4.579, -2.166], [-1.361, -4.807, -2.448], [-2.317, -5.189, -1.520], [-1.862, -5.487, -0.186], [-0.516, -5.181, 0.064], [0.381, -4.793, -0.913], [-1.714, -4.606, -3.453], [-3.339, -5.293, -1.884], [-2.529, -5.953, 0.512], [-0.250, -5.420, 1.097], [1.395, -4.557, -0.612], [-0.459, 0.835, 0.058], [0.843, 1.078, 0.227], [1.903, 0.180, 0.131], [1.545, -1.177, -0.046], [0.224, -1.464, -0.162], [-0.706, -0.434, -0.148], [1.074, 2.118, 0.457], [2.888, 0.475, 0.201], [2.280, -1.962, -0.008], [-0.082, -2.500, -0.344], [-1.737, -0.670, -0.193], [0.302, 1.264, 4.827], [0.759, 1.520, 3.579], [2.118, 1.831, 3.333], [2.986, 1.844, 4.396], [2.534, 1.642, 5.706], [1.165, 1.353, 5.861], [0.054, 1.459, 2.754], [2.460, 2.196, 2.368], [3.987, 2.057, 4.206], [3.169, 1.817, 6.512], [0.723, 1.178, 6.841], [2.238, -3.991, 1.979], [1.503, -3.363, 2.943], [2.123, -2.607, 4.016], [3.515, -2.331, 3.870], [4.171, -2.863, 2.778], [3.526, -3.640, 1.829], [0.417, -3.462, 2.898], [1.584, -2.218, 4.835], [3.983, -1.745, 4.641], [5.235, -2.675, 2.638], [4.060, -4.206, 1.067], [2.120, 0.477, -4.437], [2.435, 1.159, -5.499], [1.968, 2.395, -5.716], [1.176, 3.058, -4.808], [0.730, 2.361, -3.697], [1.281, 1.033, -3.549], [3.057, 0.653, -6.204], [2.260, 2.885, -6.623], [0.942, 4.079, -4.976], [0.052, 2.861, -3.010], [1.065, 0.488, -2.628], [-4.482, 2.514, -3.851], [-4.091, 2.234, -2.572], [-3.054, 1.391, -2.243], [-2.393, 0.652, -3.230], [-2.801, 0.910, -4.514], [-3.782, 1.845, -4.769], [-4.621, 2.881, -1.878], [-2.705, 1.324, -1.153], [-1.632, -0.080, -2.978], [-2.258, 0.448, -5.331], [-4.032, 2.012, -5.789], [-1.645, -2.811, 2.956], [-2.926, -3.172, 2.861], [-3.977, -2.230, 2.846], [-3.659, -0.872, 2.886], [-2.300, -0.499, 3.105], [-1.300, -1.513, 3.043], [-3.159, -4.174, 2.719], [-4.946, -2.615, 2.698], [-4.453, -0.146, 2.919], [-2.083, 0.538, 3.183], [-0.226, -1.313, 3.227]]
}

---

No. 3
{
  "formula": "C48H56ClN8",
  "method": "ωB97M-V with the def2-TZVPD basis set",
  "homo_lumo_gap_ev": 6.725,
  "lumo_ha": -0.5508,
  "total_charge": 7,
  "largest_force_ev_per_a": 2.0,
  "homo_energy_ev": -21.714,
  "elements": ["C", "N", "C", "C", "C", "C", "C", "C", "C", "C", "N", "C", "C", "C", "H", "H", "H", "H", "H", "H", "H", "H", "H", "H", "H", "H", "H", "H", "C", "N", "C", "C", "C", "C", "C", "C", "C", "C", "N", "C", "C", "C", "H", "H", "H", "H", "H", "H", "H", "H", "H", "H", "H", "H", "H", "H", "C", "N", "C", "C", "C", "C", "C", "C", "C", "C", "N", "C", "C", "C", "H", "H", "H", "H", "H", "H", "H", "H", "H", "H", "H", "H", "H", "H", "C", "N", "C", "C", "C", "C", "C", "C", "C", "C", "N", "C", "C", "C", "H", "H", "H", "H", "H", "H", "H", "H", "H", "H", "H", "H", "H", "H", "Cl"],
  "xyz": [[2.640, 1.373, 3.764], [2.113, 1.982, 5.012], [1.259, 1.295, 5.780], [0.738, 1.845, 6.931], [1.091, 3.157, 7.283], [1.807, 3.915, 6.350], [2.292, 3.312, 5.219], [0.697, 3.774, 8.581], [-0.437, 3.427, 9.304], [-0.754, 4.047, 10.494], [0.018, 5.023, 10.983], [1.181, 5.312, 10.368], [1.558, 4.689, 9.200], [-0.308, 5.725, 12.252], [2.921, 0.346, 3.987], [3.594, 1.876, 3.596], [2.040, 1.476, 2.851], [1.083, 0.271, 5.485], [0.323, 1.337, 7.793], [2.075, 4.955, 6.482], [2.820, 3.812, 4.420], [-1.086, 2.638, 8.948], [-1.655, 3.829, 11.051], [1.805, 6.051, 10.854], [2.509, 5.015, 8.799], [-1.343, 5.528, 12.511], [-0.065, 6.780, 12.173], [0.342, 5.292, 13.014], [-2.417, -0.249, 3.673], [-2.031, -1.436, 2.883], [-0.715, -1.564, 2.619], [-0.272, -2.660, 1.899], [-1.185, -3.607, 1.435], [-2.530, -3.301, 1.580], [-2.962, -2.232, 2.334], [-0.769, -4.922, 0.866], [0.373, -5.565, 1.363], [0.838, -6.690, 0.720], [0.138, -7.262, -0.277], [-0.972, -6.683, -0.752], [-1.379, -5.461, -0.256], [0.668, -8.490, -0.908], [-3.290, -0.490, 4.275], [-2.665, 0.502, 2.924], [-1.628, 0.128, 4.312], [-0.089, -0.788, 3.029], [0.799, -2.748, 1.777], [-3.310, -3.971, 1.237], [-3.984, -1.943, 2.536], [0.970, -5.179, 2.177], [1.640, -7.286, 1.136], [-1.429, -7.217, -1.573], [-2.230, -4.960, -0.696], [0.423, -8.535, -1.965], [0.280, -9.359, -0.376], [1.754, -8.511, -0.844], [-4.909, -4.261, -9.129], [-4.613, -3.339, -8.016], [-3.632, -2.421, -8.123], [-3.324, -1.587, -7.066], [-4.021, -1.675, -5.861], [-4.962, -2.696, -5.756], [-5.291, -3.450, -6.866], [-3.683, -0.769, -4.718], [-2.676, 0.199, -4.787], [-2.396, 1.018, -3.713], [-3.089, 0.916, -2.565], [-3.991, -0.081, -2.427], [-4.392, -0.821, -3.514], [-2.767, 1.777, -1.401], [-5.977, -4.244, -9.349], [-4.573, -5.245, -8.812], [-4.466, -3.979, -10.081], [-3.205, -2.336, -9.112], [-2.531, -0.889, -7.292], [-5.501, -2.965, -4.860], [-6.114, -4.153, -6.870], [-2.061, 0.320, -5.666], [-1.665, 1.813, -3.752], [-4.454, -0.088, -1.451], [-5.122, -1.602, -3.362], [-2.822, 2.810, -1.739], [-1.778, 1.650, -0.918], [-3.503, 1.627, -0.617], [5.335, 0.151, -8.373], [4.823, 0.655, -7.081], [4.862, 1.971, -6.806], [4.302, 2.471, -5.656], [3.882, 1.585, -4.655], [3.927, 0.222, -4.936], [4.385, -0.220, -6.162], [3.447, 2.070, -3.321], [2.407, 1.568, -2.504], [2.112, 2.158, -1.278], [2.731, 3.296, -0.933], [3.645, 3.872, -1.721], [4.030, 3.262, -2.882], [2.271, 4.042, 0.274], [4.667, -0.629, -8.723], [6.323, -0.287, -8.215], [5.504, 0.942, -9.098], [5.321, 2.582, -7.572], [4.216, 3.529, -5.456], [3.522, -0.533, -4.276], [4.318, -1.250, -6.484], [1.816, 0.744, -2.882], [1.365, 1.771, -0.576], [4.035, 4.830, -1.403], [4.837, 3.769, -3.395], [1.641, 4.838, -0.107], [3.139, 4.319, 0.870], [1.764, 3.354, 0.951], [-0.385, 1.787, 1.612]]
}

---

No. 4
{
  "formula": "C48H56IrN4O2P2",
  "method": "ωB97M-V with the def2-TZVPD basis set",
  "homo_lumo_gap_ev": [5.835, 7.433],
  "lumo_ha": [-0.1098, -0.1224],
  "total_charge": 1,
  "spin_multiplicity": 5,
  "largest_force_ev_per_a": 0.6,
  "s2": 6.020,
  "homo_energy_ev": [-8.823, -10.762],
  "elements": ["Ir", "C", "C", "C", "C", "C", "C", "N", "C", "C", "C", "C", "C", "N", "C", "C", "C", "C", "C", "C", "N", "H", "H", "H", "H", "H", "H", "H", "H", "H", "H", "H", "H", "H", "H", "H", "O", "C", "O", "C", "C", "C", "C", "C", "C", "P", "C", "C", "C", "C", "C", "C", "C", "C", "C", "C", "C", "C", "H", "H", "H", "H", "H", "H", "H", "H", "H", "H", "H", "H", "H", "H", "C", "C", "C", "C", "P", "N", "C", "C", "C", "C", "C", "C", "C", "C", "H", "H", "H", "H", "H", "H", "H", "H", "H", "H", "H", "H", "H", "H", "H", "H", "H", "H", "H", "H", "H", "H", "H", "H", "H", "H", "H"],
  "xyz": [[-0.043, 0.054, -0.413], [1.394, -0.763, -4.869], [1.450, -2.044, -2.511], [2.340, -3.317, -2.588], [3.632, -3.159, -1.876], [3.863, -2.140, -1.053], [2.766, -1.227, -0.721], [1.675, -1.154, -1.382], [2.813, -0.512, 0.585], [3.953, -0.369, 1.356], [3.822, 0.114, 2.652], [2.561, 0.363, 3.161], [1.456, 0.197, 2.331], [1.613, -0.156, 1.059], [0.050, 0.324, 2.794], [-0.269, 0.401, 4.137], [-1.605, 0.470, 4.501], [-2.567, 0.475, 3.514], [-2.180, 0.399, 2.178], [-3.208, 0.391, 1.092], [-0.894, 0.310, 1.837], [2.093, -0.323, -5.580], [0.841, 0.049, -4.394], [0.688, -1.374, -5.431], [1.855, -4.259, -2.324], [4.395, -3.910, -2.048], [4.811, -2.044, -0.547], [4.927, -0.631, 0.974], [4.697, 0.253, 3.272], [2.442, 0.681, 4.185], [0.497, 0.378, 4.895], [-1.885, 0.514, 5.545], [-3.619, 0.531, 3.757], [-4.025, 1.073, 1.331], [-3.631, -0.612, 0.998], [-2.766, 0.675, 0.139], [-0.502, -3.103, 2.282], [-0.696, -2.955, 1.086], [0.113, -2.399, 0.244], [-1.971, -3.427, 0.444], [-2.781, -4.352, 1.089], [-3.908, -4.845, 0.457], [-4.230, -4.404, -0.821], [-3.446, -3.453, -1.451], [-2.304, -2.953, -0.820], [-1.275, -1.644, -1.552], [-0.019, -2.405, -2.652], [-0.480, -3.271, -3.566], [0.235, -3.959, -4.641], [1.536, -3.854, -4.923], [2.516, -3.070, -4.116], [2.130, -1.581, -3.837], [-2.492, -0.897, -2.729], [-3.721, -0.472, -2.211], [-4.663, 0.156, -3.006], [-4.393, 0.399, -4.348], [-3.175, 0.005, -4.873], [-2.237, -0.640, -4.071], [-2.491, -4.679, 2.078], [-4.534, -5.577, 0.951], [-5.102, -4.795, -1.328], [-3.734, -3.101, -2.434], [-1.546, -3.474, -3.552], [-0.378, -4.585, -5.277], [1.919, -4.393, -5.781], [3.527, -3.209, -4.495], [3.050, -1.078, -3.535], [-3.965, -0.671, -1.177], [-5.614, 0.450, -2.580], [-5.128, 0.886, -4.974], [-2.949, 0.182, -5.917], [-1.311, -0.963, -4.514], [-2.642, 3.060, -2.691], [-1.261, 3.634, -3.037], [-1.385, 5.132, -3.338], [-0.839, 2.900, -4.321], [-0.093, 3.205, -1.639], [-0.385, 1.682, -1.257], [1.711, 3.357, -2.157], [2.044, 4.643, -2.927], [2.101, 2.138, -3.009], [2.610, 3.290, -0.915], [-0.464, 4.271, -0.130], [-1.990, 4.324, 0.050], [0.086, 3.609, 1.147], [0.071, 5.707, -0.211], [-3.289, 3.210, -3.557], [-3.117, 3.540, -1.839], [-2.580, 1.991, -2.500], [-2.020, 5.244, -4.220], [-0.430, 5.604, -3.563], [-1.860, 5.682, -2.531], [-1.649, 3.017, -5.045], [-0.717, 1.831, -4.145], [0.059, 3.302, -4.775], [1.558, 4.687, -3.896], [3.121, 4.661, -3.106], [1.791, 5.547, -2.377], [1.654, 2.144, -3.997], [1.840, 1.202, -2.511], [3.186, 2.162, -3.142], [2.573, 4.196, -0.319], [3.641, 3.173, -1.257], [2.367, 2.434, -0.282], [-2.426, 3.326, 0.083], [-2.486, 4.901, -0.727], [-2.197, 4.816, 1.002], [-0.100, 2.539, 1.158], [-0.435, 4.046, 2.002], [1.146, 3.785, 1.294], [-0.278, 6.245, -1.088], [1.157, 5.747, -0.190], [-0.286, 6.249, 0.669]]
}

---

Record order is preserved below.
DFT total energy: -212422.6863 -162782.2667 -75052.4111 -82150.7771 eV